Entry from the Open Molecules 2025 dataset: a cluster of 8 separate species, C30H80N4O9 in total in a non-equilibrium geometry (ωB97M-V with the def2-TZVPD basis set).

ΔE to the lowest compared entry with this formula, charge and spin: 388.1 kJ/mol
Highest occupied orbital energy: -8.5 eV
HOMO-LUMO gap: 8.90 eV
LUMO level: 0.01543 hartree
Energy: -56788.390 eV
Net charge: 0
SMILES: COC[C@H](C)N.COC[C@H](C)N.COC[C@H](C)N.COCCNCCOC.CC(C)O.CC(C)O.CC(C)O.CC(C)O

Geometry (Å):
N  5.220  -1.805  3.600
H  -2.584  -2.919  0.273
H  4.548  2.592  -0.499
H  -3.967  -1.767  3.367
C  -2.577  4.122  -5.534
H  1.661  0.421  1.770
H  2.047  5.860  -4.445
H  -1.299  1.178  -2.171
H  3.696  -7.883  3.236
H  -2.286  -1.977  1.694
C  -2.792  2.994  0.469
H  0.605  -5.951  3.552
H  -5.227  -3.290  0.294
C  -4.948  -0.786  5.158
H  -3.577  4.525  -5.693
H  2.989  -5.335  0.654
H  1.630  -4.618  -1.098
H  -0.476  -0.346  -0.280
H  0.795  3.239  -4.129
H  -2.465  -1.149  0.072
H  6.894  -0.914  1.575
H  1.738  2.112  -1.988
H  3.204  -1.200  0.848
O  -2.246  2.419  2.902
C  1.601  -6.392  3.585
H  4.500  -1.525  4.250
H  6.046  -1.303  3.893
H  -0.249  2.289  3.655
O  -1.226  2.167  -5.438
C  -6.695  0.902  4.944
C  0.083  -0.783  -1.107
H  3.123  2.257  -4.233
H  0.401  5.390  -4.562
C  -4.947  -2.909  1.276
O  -0.637  0.759  -2.727
H  7.146  0.827  -3.550
H  -2.145  4.665  -4.693
H  -3.114  4.199  2.236
H  3.171  3.816  -3.364
H  4.860  -0.110  2.497
C  -3.332  2.149  -4.156
H  5.343  0.461  -3.412
C  1.565  3.694  -4.752
H  -3.584  1.092  -4.229
C  -3.697  3.664  -0.483
C  2.287  -6.688  2.254
O  0.919  -5.613  0.521
H  0.718  -0.932  1.797
H  -4.329  -3.748  1.595
H  1.796  -7.569  1.842
H  -1.126  1.594  -4.674
C  3.377  -1.528  1.873
C  -2.601  2.584  -5.456
H  -1.961  4.363  -6.400
H  -6.644  -2.065  4.171
O  -4.190  -1.713  1.093
H  0.925  -1.285  -0.630
N  -5.910  -2.389  3.558
H  -3.037  2.321  -6.419
O  2.568  -0.939  2.981
H  5.650  2.713  -2.775
C  -4.936  -1.370  3.671
C  6.028  1.955  -2.088
H  -7.783  0.930  5.012
H  -6.838  -3.501  2.143
H  -4.672  3.186  -0.578
O  7.207  2.390  -1.417
H  -3.713  4.742  -0.325
H  -6.804  -1.734  1.971
H  -4.068  2.644  2.125
H  7.411  1.735  -0.745
C  -3.105  3.137  1.991
H  -6.402  1.034  3.902
H  -0.775  3.858  3.126
C  6.275  0.713  -2.905
C  1.187  1.438  -1.331
C  -2.796  -1.953  0.730
N  -2.577  1.704  -0.075
C  2.124  -5.451  1.307
H  5.706  -1.022  0.448
H  -3.458  1.247  -0.262
O  -6.261  -0.366  5.572
H  -4.307  0.093  5.212
C  0.537  0.272  -2.079
N  3.669  -7.165  2.526
H  -0.321  2.461  2.013
C  1.380  5.202  -5.003
H  -3.385  3.479  -1.511
H  -4.558  -1.455  5.926
H  4.100  1.124  -1.380
C  1.366  -0.365  2.465
H  0.838  0.196  3.237
H  5.331  1.066  -0.195
H  6.114  -2.526  1.269
H  1.391  5.565  -6.031
H  0.403  2.063  -0.903
C  2.974  3.333  -4.321
C  4.939  1.701  -0.990
H  -1.952  3.674  0.326
C  -6.200  -2.617  2.179
H  -0.447  -1.626  -1.548
H  1.905  0.984  -0.648
H  6.440  -0.160  -2.274
H  -2.040  1.158  0.582
C  4.829  -1.191  2.361
H  -6.197  1.647  5.565
H  -5.069  -0.545  2.972
H  4.077  -7.604  1.712
O  1.397  3.037  -6.010
H  2.271  -5.803  4.211
H  -0.165  -4.927  -1.071
H  1.496  -7.258  4.239
H  0.599  2.557  -5.780
H  2.063  -4.456  1.746
H  3.265  -2.612  1.879
H  0.406  -3.701  -0.109
C  0.724  -4.669  -0.496
H  3.790  3.676  -4.958
H  1.087  -0.253  -2.860
C  5.963  -1.457  1.414
H  -4.235  2.753  -4.069
C  -0.856  2.794  2.903
H  -2.608  2.306  -3.357


Entry from the Open Molecules 2025 dataset: a cluster of 10 separate species, C30H80O10 in total in a non-equilibrium geometry (ωB97M-V with the def2-TZVPD basis set).

ΔE to the lowest compared entry with this formula, charge and spin: 1583.0 kJ/mol
Highest occupied orbital energy: -8.8 eV
HOMO-LUMO gap: 9.14 eV
LUMO level: 0.01074 hartree
Energy: -52866.816 eV
Net charge: 0
SMILES: CC(C)O.CC(C)O.CC(C)O.CC(C)O.CC(C)O.CC(C)O.CC(C)O.CC(C)O.CC(C)O.CC(C)O

Geometry (Å):
H  -2.588  1.095  -3.501
H  -0.237  -2.918  -7.595
H  1.956  4.435  -3.440
H  2.639  4.113  0.037
H  -0.293  1.402  1.329
H  4.482  0.525  -3.987
H  -4.058  -2.516  4.498
H  1.360  0.978  -0.639
H  0.987  2.087  4.309
C  1.489  -1.240  -0.184
C  0.050  -2.310  -5.483
H  2.054  -4.251  4.096
H  -0.463  0.934  -1.339
H  1.655  2.779  -3.726
O  0.273  -0.523  6.489
H  -0.959  -2.790  -1.321
C  -3.996  -1.451  4.284
C  0.925  -3.306  2.884
H  -2.067  0.726  6.669
H  -1.376  -1.592  -0.404
H  -0.040  -0.149  1.825
C  -0.309  4.706  -1.437
C  1.534  3.568  -3.063
H  -1.011  -4.995  0.128
H  -3.036  -3.665  -2.553
C  -0.134  0.440  5.530
H  -0.477  -0.012  4.710
O  -0.671  2.647  -2.540
H  -3.059  0.982  -1.186
H  3.697  -2.614  2.757
H  4.625  -0.353  -1.532
H  -2.121  -1.639  3.027
O  1.022  -2.613  5.056
C  3.630  4.278  2.083
H  -4.995  -0.965  4.384
H  3.671  -2.232  4.548
H  -5.143  2.603  -2.632
C  -4.176  1.141  -1.343
H  -3.457  -1.932  -2.133
C  -1.829  -3.196  -0.935
H  1.966  3.247  -2.179
C  1.797  -3.162  3.984
H  1.499  4.190  1.538
H  4.116  -1.093  -5.747
H  4.557  -1.983  -2.038
C  -1.261  1.254  6.102
C  -0.643  -1.610  -4.243
H  3.363  2.694  3.453
H  -1.814  -1.690  -4.336
H  -1.935  -5.317  -1.218
C  4.196  -0.541  -3.745
H  -1.054  1.944  6.852
C  2.683  -0.410  -3.620
O  4.899  3.760  1.590
H  1.495  -1.656  -1.230
H  -0.346  4.489  -3.470
H  0.464  -3.913  -4.175
C  -1.917  -4.618  -0.414
H  -0.528  -1.970  -3.283
H  2.165  -0.121  -4.724
H  -2.667  0.265  1.506
C  -0.692  -2.205  -6.880
H  0.029  -4.158  3.001
H  -4.082  0.443  2.539
H  -4.679  0.155  -1.437
H  0.874  -1.779  0.395
O  -0.108  -3.718  -5.120
H  -3.468  -2.470  1.234
H  2.440  2.639  0.910
H  2.066  -1.284  -3.532
H  1.557  -3.883  2.033
H  2.356  0.260  -2.842
H  1.400  -3.043  5.909
H  -2.531  0.626  3.065
C  1.090  1.354  5.171
H  -0.625  -1.197  -7.145
H  1.025  -2.022  -5.505
O  -3.498  3.078  -2.328
C  3.009  -2.260  3.790
H  5.318  4.073  0.868
H  3.714  5.315  2.099
C  0.014  3.826  -2.772
O  4.480  -1.400  -4.841
C  2.501  3.903  1.140
H  5.897  -1.062  -2.794
C  -3.108  -2.965  -1.801
H  -4.230  0.578  -3.843
H  2.494  3.893  4.069
H  1.196  0.911  2.069
H  0.340  4.087  -0.694
H  -1.550  -2.509  -6.944
O  -0.414  0.083  -0.810
H  -2.793  -4.887  0.140
C  0.846  0.158  -0.081
C  -3.198  -1.499  3.010
H  -0.248  -0.569  -4.298
H  -1.574  2.943  -2.773
H  1.779  0.700  4.764
O  -3.963  -2.201  1.997
H  -3.325  -1.051  5.182
H  -1.682  2.008  5.385
H  -4.109  -3.250  -1.133
H  -1.260  5.031  -1.314
H  0.593  -1.276  6.013
H  -3.705  3.833  -2.886
C  -3.135  0.001  2.446
C  -4.276  2.153  -2.608
H  2.400  -1.147  0.270
H  0.142  5.627  -1.456
C  3.549  3.717  3.589
H  0.573  -2.365  2.483
H  4.352  3.945  4.139
C  0.440  0.603  1.349
H  -4.668  1.740  -0.468
H  -3.731  1.906  -4.606
H  2.983  -1.336  3.700
O  -2.090  -2.219  0.024
C  4.841  -0.953  -2.498
C  -3.645  1.357  -3.761
H  1.502  1.828  6.113